Molecular formula: C5H9N2P
Method: DFT, wB97M-V/def2-TZVPD

ORCA input file:
```
! wB97M-V def2-TZVPD RIJCOSX def2/J DEFGRID3
* xyz 0 1
P -2.431 -1.036 -0.895
N -1.179 -0.798 -1.921
N -2.174 -0.424 0.543
C -0.288 -0.011 -1.191
C 1.237 -0.157 1.788
C 1.005 0.416 -1.793
C -0.639 0.282 0.119
C 0.018 0.755 1.399
H -3.243 -2.143 -1.361
H 0.820 1.514 -1.781
H 1.396 -0.879 1.059
H 0.324 1.723 1.153
H 0.985 -0.633 2.678
H 2.084 0.486 1.854
H -0.602 0.686 2.181
H 1.683 0.180 -1.087
H 1.005 0.039 -2.744
*
```

Results
* energy relative to the best compared isomer or geometry (same formula, charge and spin): 2.850 eV
* DFT total energy: -646.6496 hartree
* highest occupied orbital energy (alpha / beta): -0.3062 / -0.3063 hartree
* HOMO-LUMO gap (alpha / beta): 8.30 / 8.30 eV